{"formula": "C6H39NO13", "method": "ωB97M-V/def2-TZVPD", "elements": ["C", "C", "O", "N", "C", "C", "C", "C", "H", "H", "H", "H", "H", "H", "H", "H", "H", "H", "H", "H", "H", "H", "H", "H", "H", "O", "H", "H", "O", "H", "H", "O", "H", "H", "O", "H", "H", "O", "H", "H", "O", "H", "H", "O", "H", "H", "O", "H", "H", "O", "H", "H", "O", "H", "H", "O", "H", "H", "O"], "positions_angstrom": [[1.71, -0.42, 0.00], [2.89, 0.26, -0.74], [2.99, 1.61, -0.33], [0.50, 0.10, -0.56], [-0.65, -0.23, 0.24], [-1.44, -1.57, -0.07], [-1.94, -2.19, 1.23], [-2.53, -1.37, -1.13], [1.78, -0.43, 1.14], [1.90, -1.50, -0.11], [2.64, 0.10, -1.79], [3.84, -0.15, -0.39], [2.39, 2.23, -0.79], [0.40, 1.06, -0.88], [-1.50, 0.45, 0.14], [-0.43, -0.21, 1.33], [-0.74, -2.33, -0.53], [-1.26, -3.00, 1.48], [-3.01, -2.51, 1.13], [-1.89, -1.62, 2.17], [-3.12, -0.45, -1.01], [-3.36, -2.06, -0.96], [-2.01, -1.56, -2.07], [-1.05, 1.73, 2.76], [0.33, 2.05, 1.88], [-0.62, 2.08, 1.98], [0.03, -0.86, -3.16], [0.36, -1.25, -4.57], [0.33, -1.64, -3.67], [2.58, 3.32, 2.50], [2.81, 2.13, 1.49], [2.73, 2.37, 2.43], [1.13, -4.85, 0.88], [1.92, -4.14, -0.11], [1.83, -4.19, 0.85], [-1.67, 0.99, -3.98], [-1.55, 0.98, -2.37], [-1.21, 0.66, -3.21], [0.73, -2.71, -1.86], [1.77, -3.12, -2.87], [1.33, -3.43, -2.08], [1.23, -0.45, 2.98], [0.40, -1.25, 3.81], [0.48, -0.31, 3.58], [0.82, 4.16, -1.39], [2.19, 4.18, -0.87], [1.40, 3.61, -0.82], [-1.26, 3.84, -2.78], [-1.75, 3.48, -1.31], [-1.04, 3.87, -1.84], [-3.86, 1.39, 1.03], [-3.45, 0.30, 2.11], [-4.19, 0.74, 1.68], [-3.11, 3.55, 1.06], [-1.86, 2.62, 0.79], [-2.76, 2.86, 0.50], [2.39, -2.77, 1.73], [3.15, -1.95, 2.85], [2.28, -2.13, 2.47]], "relative_energy_ev": 3.904, "homo_lumo_gap_ev": 8.45}

{"formula": "H4O2", "method": "ωB97M-V/def2-TZVPD", "elements": ["O", "H", "H", "O", "H", "H"], "positions_angstrom": [[1.46, 0.22, -0.07], [2.31, -0.33, -0.14], [0.71, -0.40, -0.29], [-1.59, 0.11, -0.20], [-1.23, 0.93, 0.20], [-1.66, -0.53, 0.50]], "relative_energy_ev": 0.178, "homo_lumo_gap_ev": 12.26}

{"formula": "C36H39N3O6ReS2Sb2SeTe", "method": "ωB97M-V/def2-TZVPD", "elements": ["Re", "C", "Sb", "C", "C", "C", "C", "C", "C", "C", "C", "C", "Sb", "C", "C", "H", "H", "H", "H", "H", "H", "H", "H", "H", "H", "H", "H", "H", "H", "H", "H", "H", "H", "H", "H", "O", "S", "O", "N", "C", "C", "C", "C", "C", "C", "C", "C", "N", "C", "C", "C", "C", "C", "C", "C", "H", "H", "H", "H", "H", "H", "H", "H", "H", "H", "H", "S", "C", "N", "C", "Te", "C", "C", "C", "C", "C", "C", "C", "H", "H", "H", "H", "H", "H", "H", "H", "O", "Se", "O", "O", "O"], "positions_angstrom": [[-0.35, -0.18, -0.23], [-3.74, -0.99, 1.67], [-3.04, -0.23, -0.19], [-4.59, 1.19, -0.49], [-3.76, -1.91, -1.34], [-4.11, -1.64, -2.77], [-5.36, -1.13, -3.09], [-5.72, -0.85, -4.40], [-4.81, -1.10, -5.42], [-3.56, -1.61, -5.11], [-3.19, -1.89, -3.80], [-1.81, -2.38, -3.52], [-0.51, -0.79, -2.82], [-1.71, 0.82, -3.58], [0.81, -0.62, -4.49], [-4.55, -1.71, 1.49], [-4.10, -0.17, 2.28], [-2.94, -1.51, 2.19], [-5.52, 0.73, -0.15], [-4.69, 1.47, -1.54], [-4.35, 2.06, 0.11], [-4.62, -2.29, -0.78], [-2.96, -2.65, -1.24], [-6.08, -0.96, -2.29], [-6.70, -0.46, -4.62], [-5.08, -0.90, -6.45], [-2.85, -1.81, -5.91], [-1.34, -2.75, -4.44], [-1.78, -3.19, -2.78], [-2.03, 0.59, -4.60], [-1.10, 1.72, -3.59], [-2.59, 0.99, -2.97], [0.18, -0.45, -5.36], [1.40, -1.53, -4.63], [1.49, 0.22, -4.33], [1.85, -1.29, 1.98], [2.65, -1.16, 0.76], [3.10, -2.39, 0.18], [1.79, -0.22, -0.21], [2.38, 0.65, -1.12], [3.64, 0.57, -1.66], [4.14, 1.62, -2.46], [3.40, 2.74, -2.71], [2.07, 2.82, -2.22], [1.22, 3.93, -2.44], [-0.04, 3.92, -1.94], [-0.50, 2.78, -1.25], [0.25, 1.73, -1.04], [1.56, 1.76, -1.47], [4.06, -0.20, 1.23], [3.89, 1.13, 1.58], [4.99, 1.87, 1.99], [6.24, 1.27, 2.04], [6.40, -0.06, 1.68], [5.30, -0.81, 1.27], [4.26, -0.30, -1.48], [5.15, 1.54, -2.85], [3.80, 3.56, -3.30], [1.59, 4.78, -3.00], [-0.71, 4.76, -2.07], [-1.51, 2.74, -0.84], [2.91, 1.60, 1.50], [4.87, 2.91, 2.26], [7.10, 1.85, 2.36], [7.38, -0.52, 1.73], [5.40, -1.84, 0.98], [-1.02, -4.78, 1.19], [-0.79, -3.26, 0.69], [-0.67, -2.15, 0.34], [1.05, 0.76, 3.94], [-0.14, 0.00, 2.38], [-0.67, -1.54, 3.72], [0.41, -1.51, 4.77], [0.60, -2.60, 5.61], [1.60, -2.58, 6.57], [2.43, -1.47, 6.68], [2.26, -0.39, 5.83], [1.24, -0.40, 4.88], [0.45, 1.57, 4.34], [1.99, 1.16, 3.55], [-0.75, -2.49, 3.20], [-1.65, -1.23, 4.10], [-0.04, -3.47, 5.51], [1.74, -3.43, 7.22], [3.22, -1.46, 7.41], [2.92, 0.46, 5.90], [-1.58, 3.78, 3.56], [-1.46, 2.75, 2.35], [-2.53, 2.86, 1.16], [-1.67, 1.12, 3.02], [0.08, 2.55, 1.81]], "relative_energy_ev": 0.000, "spin_multiplicity": 2, "homo_lumo_gap_ev": [6.91, 6.39]}

{"formula": "C2HBF6MgO2S", "method": "ωB97M-V/def2-TZVPD", "elements": ["O", "S", "O", "B", "F", "C", "F", "F", "C", "F", "F", "F", "H", "Mg"], "positions_angstrom": [[1.20, -2.01, -0.29], [0.60, -1.05, 0.59], [0.67, -1.32, 1.98], [1.63, 0.48, 0.25], [2.08, 0.67, -1.12], [-1.18, -0.82, 0.04], [-1.37, -1.37, -1.15], [-1.91, -1.46, 0.94], [-1.60, 0.66, 0.03], [-2.89, 0.74, -0.25], [-0.90, 1.32, -0.91], [-1.35, 1.21, 1.22], [2.02, 1.24, 1.05], [2.98, 1.71, -2.39]], "total_charge": 2, "homo_lumo_gap_ev": 4.15}

{"formula": "B2F8Sn", "method": "ωB97M-V/def2-TZVPD", "elements": ["Sn", "B", "F", "F", "F", "F", "B", "F", "F", "F", "F"], "positions_angstrom": [[0.79, 1.05, 1.27], [0.90, 1.55, -1.86], [0.78, 1.79, -3.20], [1.30, 0.21, -1.57], [1.78, 2.46, -1.21], [-0.36, 1.70, -1.25], [-1.05, -1.77, 1.57], [-1.60, -2.91, 2.09], [0.26, -2.04, 1.17], [-1.77, -1.31, 0.46], [-1.04, -0.73, 2.51]], "relative_energy_ev": 1.207, "homo_lumo_gap_ev": 7.65}

{"formula": "C26H76N16O12", "method": "ωB97M-V/def2-TZVPD", "elements": ["C", "O", "C", "C", "C", "N", "H", "H", "H", "H", "H", "H", "H", "H", "H", "H", "H", "C", "O", "C", "C", "C", "N", "H", "H", "H", "H", "H", "H", "H", "H", "H", "H", "H", "C", "O", "C", "C", "N", "C", "C", "O", "C", "H", "H", "H", "H", "H", "H", "H", "H", "H", "H", "H", "H", "H", "H", "H", "C", "O", "C", "C", "N", "C", "C", "O", "C", "H", "H", "H", "H", "H", "H", "H", "H", "H", "H", "H", "H", "H", "H", "H", "N", "C", "N", "O", "H", "H", "H", "H", "N", "C", "N", "O", "H", "H", "H", "H", "N", "C", "N", "O", "H", "H", "H", "H", "N", "C", "N", "O", "H", "H", "H", "H", "N", "C", "N", "O", "H", "H", "H", "H", "N", "C", "N", "O", "H", "H", "H", "H"], "positions_angstrom": [[-4.38, -2.32, -5.41], [-4.88, -2.09, -4.07], [-3.95, -2.91, -3.19], [-4.54, -3.38, -1.86], [-5.91, -4.14, -2.02], [-4.88, -2.28, -1.08], [-3.47, -1.79, -5.67], [-5.24, -2.01, -6.01], [-4.46, -3.40, -5.55], [-3.67, -3.89, -3.57], [-3.05, -2.38, -2.90], [-3.87, -4.00, -1.26], [-5.68, -5.11, -2.46], [-6.70, -3.62, -2.57], [-6.32, -4.27, -1.02], [-5.56, -1.86, -1.68], [-4.06, -1.71, -0.92], [-0.48, 1.85, 6.70], [0.56, 2.80, 7.02], [1.89, 2.42, 6.81], [2.40, 2.12, 5.28], [3.86, 1.75, 5.07], [1.98, 3.26, 4.49], [-0.55, 1.45, 5.69], [-1.40, 2.41, 6.80], [-0.47, 0.94, 7.32], [2.49, 3.22, 7.25], [2.05, 1.55, 7.44], [1.85, 1.27, 4.87], [4.54, 2.58, 4.87], [4.06, 1.22, 4.13], [4.29, 1.27, 5.95], [2.55, 4.08, 4.65], [1.09, 3.60, 4.80], [-0.14, -3.17, 3.45], [-0.89, -2.31, 2.64], [-1.08, -0.91, 3.01], [-0.13, -0.12, 2.07], [-0.83, 0.00, 0.77], [-0.03, 0.62, -0.20], [-0.99, 0.77, -1.37], [-1.23, -0.46, -2.05], [-0.17, -1.06, -2.86], [-0.64, -3.61, 4.32], [0.67, -2.65, 3.97], [0.36, -3.99, 2.95], [-0.94, -0.76, 4.08], [-2.12, -0.62, 2.88], [0.80, -0.67, 2.15], [0.15, 0.85, 2.48], [-1.24, -0.85, 0.41], [0.88, 0.10, -0.49], [0.18, 1.55, 0.31], [-0.70, 1.47, -2.15], [-1.94, 1.20, -1.05], [0.51, -0.27, -3.20], [-0.60, -1.34, -3.82], [0.25, -1.86, -2.26], [4.66, -3.64, 3.02], [5.49, -2.82, 2.18], [5.23, -1.34, 2.51], [6.03, -0.39, 1.56], [5.35, -0.21, 0.32], [6.12, 0.78, -0.51], [5.44, 1.22, -1.81], [4.98, 0.24, -2.72], [3.64, -0.06, -2.28], [4.41, -3.37, 4.04], [5.04, -4.65, 3.14], [3.73, -3.71, 2.45], [5.69, -1.30, 3.50], [4.21, -1.01, 2.71], [7.06, -0.70, 1.40], [6.19, 0.51, 2.16], [5.38, -1.03, -0.26], [7.05, 0.31, -0.83], [6.36, 1.72, 0.00], [6.33, 1.65, -2.28], [4.87, 2.13, -1.64], [3.08, -0.55, -3.07], [3.10, 0.85, -2.05], [3.63, -0.73, -1.41], [-0.04, 3.43, -4.44], [0.07, 4.12, -3.33], [-1.06, 4.12, -2.76], [1.00, 4.82, -3.09], [0.69, 3.42, -5.15], [-0.61, 2.60, -4.34], [-1.91, 3.74, -3.15], [-1.08, 4.76, -1.98], [-3.23, -3.36, 1.18], [-3.75, -4.21, 2.07], [-3.07, -4.15, 3.12], [-4.86, -4.75, 1.94], [-3.68, -3.12, 0.31], [-2.60, -2.71, 1.63], [-3.36, -4.66, 3.94], [-2.16, -3.73, 3.09], [-3.32, 2.31, 1.87], [-3.72, 2.51, 3.04], [-4.86, 3.16, 3.13], [-3.05, 2.31, 4.03], [-2.35, 2.05, 1.83], [-3.83, 2.82, 1.16], [-5.29, 3.53, 2.29], [-4.91, 3.57, 4.05], [3.71, 2.09, 1.53], [2.83, 2.60, 0.70], [1.98, 3.30, 1.42], [2.81, 2.45, -0.52], [4.28, 1.44, 1.02], [3.79, 2.29, 2.52], [1.18, 3.58, 0.87], [1.93, 3.32, 2.42], [-4.09, 1.24, -5.35], [-3.08, 0.99, -4.54], [-3.48, 0.26, -3.51], [-1.94, 1.30, -4.81], [-4.07, 1.76, -6.22], [-5.03, 1.00, -5.07], [-4.33, -0.26, -3.69], [-2.85, 0.06, -2.75], [0.79, 0.04, -6.27], [0.91, -0.40, -7.48], [-0.17, -0.67, -8.16], [1.95, -0.79, -7.95], [1.66, 0.34, -5.84], [-0.05, 0.48, -5.92], [-0.01, -1.12, -9.05], [-1.08, -0.35, -7.85]], "relative_energy_ev": 2.922, "homo_lumo_gap_ev": 9.00}

{"formula": "C25H25BrN13OPPt", "method": "ωB97M-V/def2-TZVPD", "elements": ["Pt", "Br", "C", "C", "C", "C", "O", "C", "C", "N", "C", "C", "C", "C", "C", "C", "C", "C", "N", "C", "C", "H", "H", "H", "H", "H", "H", "H", "H", "H", "H", "N", "N", "N", "C", "N", "N", "H", "H", "H", "C", "N", "C", "N", "C", "N", "C", "P", "C", "C", "H", "H", "H", "H", "H", "H", "H", "H", "H", "H", "H", "H", "N", "C", "N", "C", "N"], "positions_angstrom": [[-0.46, -0.60, 0.07], [-5.52, 4.64, -1.08], [-4.28, 3.23, -1.12], [-4.25, 2.35, -2.22], [-3.35, 1.31, -2.27], [-2.44, 1.10, -1.23], [-1.61, 0.07, -1.39], [-2.46, 1.97, -0.12], [-1.61, 1.88, 1.01], [-0.59, 1.08, 1.16], [0.21, 1.05, 2.34], [0.34, 2.05, 3.26], [1.13, 1.86, 4.41], [1.80, 0.68, 4.63], [1.71, -0.36, 3.67], [2.38, -1.60, 3.79], [2.24, -2.56, 2.82], [1.44, -2.29, 1.71], [0.82, -1.13, 1.57], [0.92, -0.16, 2.53], [-3.41, 3.03, -0.08], [-4.95, 2.50, -3.03], [-3.35, 0.62, -3.11], [-1.84, 2.54, 1.84], [-0.14, 3.01, 3.11], [1.20, 2.66, 5.13], [2.40, 0.54, 5.51], [3.01, -1.78, 4.66], [2.74, -3.52, 2.90], [1.30, -3.01, 0.92], [-3.44, 3.70, 0.77], [-3.24, -2.09, 4.50], [-2.90, -2.05, 3.19], [-3.49, -2.82, 2.30], [-2.95, -2.40, 1.17], [-2.08, -1.41, 1.40], [-2.05, -1.21, 2.71], [-3.63, -2.99, 4.75], [-2.51, -1.72, 5.09], [-3.22, -2.78, 0.21], [3.49, 1.69, -2.40], [2.25, 1.59, -3.17], [2.37, 0.50, -4.14], [2.69, -0.78, -3.49], [3.92, -0.64, -2.72], [3.84, 0.44, -1.73], [2.94, 0.11, -0.64], [1.25, -0.09, -1.35], [1.08, 1.47, -2.33], [1.60, -1.30, -2.70], [3.39, 2.49, -1.66], [4.30, 1.94, -3.08], [3.17, 0.74, -4.83], [1.43, 0.40, -4.69], [4.73, -0.39, -3.41], [4.16, -1.58, -2.23], [2.95, 0.91, 0.11], [3.25, -0.81, -0.15], [1.00, 2.33, -1.65], [0.16, 1.42, -2.92], [0.70, -1.43, -3.32], [1.85, -2.27, -2.27], [-3.79, -1.86, -3.98], [-2.94, -2.35, -3.38], [-1.95, -2.92, -2.71], [-1.24, -2.60, -1.78], [-0.47, -2.39, -0.88]], "relative_energy_ev": 0.951, "total_charge": 2, "homo_lumo_gap_ev": 6.53}

{"formula": "C27H51N3O5", "method": "ωB97M-V/def2-TZVPD", "elements": ["C", "C", "C", "O", "H", "H", "H", "H", "H", "H", "C", "C", "C", "O", "H", "H", "H", "H", "H", "H", "C", "C", "C", "O", "H", "H", "H", "H", "H", "H", "C", "C", "C", "O", "H", "H", "H", "H", "H", "H", "C", "C", "C", "O", "H", "H", "H", "H", "H", "H", "C", "C", "C", "C", "N", "H", "H", "H", "H", "H", "H", "H", "C", "C", "C", "C", "N", "H", "H", "H", "H", "H", "H", "H", "C", "C", "C", "C", "N", "H", "H", "H", "H", "H", "H", "H"], "positions_angstrom": [[12.63, 10.59, 9.85], [14.16, 10.84, 9.67], [14.62, 12.08, 8.96], [15.03, 10.04, 9.93], [12.38, 9.66, 10.40], [12.15, 10.60, 8.87], [12.25, 11.54, 10.33], [15.12, 12.76, 9.63], [13.76, 12.72, 8.57], [15.29, 11.75, 8.21], [6.79, 8.92, 15.66], [8.22, 9.13, 15.97], [8.59, 10.18, 16.99], [9.08, 8.47, 15.39], [6.57, 8.67, 14.68], [6.23, 9.75, 16.09], [6.46, 8.07, 16.31], [9.46, 10.75, 16.64], [8.84, 9.63, 17.88], [7.79, 10.91, 17.10], [10.59, 16.50, 9.74], [11.84, 15.59, 9.96], [13.20, 16.22, 10.17], [11.69, 14.43, 10.07], [10.32, 16.81, 10.75], [9.77, 15.97, 9.15], [10.85, 17.49, 9.17], [13.97, 15.45, 10.28], [13.20, 16.69, 11.16], [13.57, 16.84, 9.38], [14.00, 13.60, 13.22], [13.90, 14.84, 14.06], [14.42, 14.71, 15.54], [13.51, 15.86, 13.60], [13.45, 13.76, 12.31], [13.56, 12.77, 13.78], [15.04, 13.40, 13.14], [15.48, 14.52, 15.50], [14.02, 13.79, 16.03], [14.26, 15.58, 16.16], [10.51, 6.35, 13.72], [11.22, 7.66, 13.65], [12.17, 8.10, 14.74], [10.89, 8.50, 12.84], [10.55, 5.92, 14.72], [11.06, 5.63, 13.08], [9.45, 6.32, 13.40], [12.79, 7.29, 15.06], [11.47, 8.46, 15.46], [12.60, 9.02, 14.38], [11.40, 8.56, 7.10], [11.26, 7.74, 8.39], [9.89, 8.12, 8.97], [9.86, 9.48, 9.57], [9.64, 10.49, 10.03], [12.35, 8.25, 6.69], [11.45, 9.60, 7.32], [10.64, 8.32, 6.37], [12.10, 7.96, 9.02], [11.26, 6.67, 8.17], [9.52, 7.50, 9.82], [9.15, 8.10, 8.19], [9.24, 12.44, 7.40], [7.94, 13.12, 7.86], [7.29, 12.18, 8.84], [7.15, 10.77, 8.42], [7.02, 9.69, 8.08], [9.94, 12.25, 8.24], [9.75, 13.18, 6.74], [9.04, 11.50, 6.86], [7.27, 13.46, 7.05], [8.19, 13.93, 8.57], [6.30, 12.41, 9.08], [7.81, 12.17, 9.79], [7.87, 13.01, 12.65], [9.25, 13.35, 12.14], [10.32, 12.37, 12.59], [10.71, 12.50, 14.03], [11.16, 12.72, 15.10], [7.57, 12.05, 12.25], [7.13, 13.69, 12.34], [7.81, 12.92, 13.74], [9.49, 14.40, 12.22], [9.23, 13.34, 10.99], [11.24, 12.49, 12.04], [10.06, 11.35, 12.36]], "relative_energy_ev": 0.569, "homo_lumo_gap_ev": 9.79}

{"formula": "C7H11NOP2", "method": "ωB97M-V/def2-TZVPD", "elements": ["C", "C", "C", "C", "C", "C", "C", "N", "O", "P", "P", "H", "H", "H", "H", "H", "H", "H", "H", "H", "H", "H"], "positions_angstrom": [[2.21, 1.43, -0.19], [1.23, 0.60, -0.61], [3.21, 0.83, 0.56], [2.27, -1.30, 0.54], [1.25, -0.81, -0.33], [-0.01, -1.54, -0.77], [-1.99, 0.38, 0.19], [3.24, -0.48, 0.83], [-1.43, 1.16, 1.17], [-3.90, 0.74, -0.10], [-1.56, -1.41, 0.37], [2.12, 2.54, -0.46], [0.32, 0.85, -1.14], [4.03, 1.49, 0.94], [2.49, -2.34, 0.91], [0.00, -2.53, -1.04], [-0.36, -1.01, -1.70], [-1.58, 1.05, -1.18], [-0.52, 1.14, 1.12], [-4.07, 1.56, 1.06], [-4.48, -0.37, 0.60], [-2.47, -1.98, -0.77]], "relative_energy_ev": 1.718, "homo_lumo_gap_ev": 9.58}